Record 1
Entry from the Open Molecules 2025 dataset: a molecular structure, C20H22CrN2O3PS7 in a non-equilibrium geometry (ωB97M-V/def2-TZVPD).

XYZ file:
```
56
Properties=species:S:1:pos:R:3:mulliken_spin:R:1
C -3.0382 -2.7459 -1.8443 0.002
C 4.8497 2.0100 -4.6747 -0.001
H -3.2254 -2.9052 -0.7811 -0.001
C 1.4677 1.4977 4.6263 0.002
C 2.3472 2.3423 2.1454 -0.002
N 7.8178 1.7519 -2.5823 0.000
H -2.4274 0.0666 1.7606 -0.001
C 2.5747 2.3343 4.5454 -0.003
H -4.5374 1.8856 0.9480 0.000
N 5.1575 2.6051 -5.6108 0.000
H -1.5629 -1.3321 2.4074 0.000
H 5.6005 0.0491 -0.5662 -0.001
H 2.6970 2.6531 1.1680 0.000
O -1.7773 -1.3730 0.4069 0.020
C -3.6235 -1.7483 1.9255 0.001
H -4.9121 -1.7503 -2.2272 0.000
S 1.0603 -0.4861 -2.2442 -0.011
C -3.9128 2.2780 0.1428 -0.001
C -3.9294 1.3290 -1.0376 -0.002
C 3.5814 -0.1682 -1.2449 -0.011
C -2.3209 -1.0170 1.6918 0.000
H -0.0495 0.4307 3.5458 0.000
S 0.4929 -3.3820 -0.7406 -0.046
H -3.2283 1.6763 -1.8039 -0.001
H -4.9272 -3.4959 -2.5537 0.000
P -2.0115 -0.4348 -0.9277 0.009
C 1.2240 1.5138 2.2127 0.001
C 0.8017 1.0949 3.4770 -0.002
C 3.1317 0.8211 -3.4108 -0.001
C 5.3433 0.9799 -2.4717 0.002
Cr 0.7844 -1.1678 0.0482 1.080
O -3.5816 0.0109 -0.6113 -0.008
H -3.4487 -2.8260 1.9148 0.000
S -0.4232 -4.4001 0.8122 0.003
C 2.6749 0.0985 -2.2994 -0.006
H 3.8839 3.3902 3.2089 0.000
O -2.2031 -1.6016 -2.0242 0.002
C 4.9026 0.2697 -1.3646 0.002
H -4.1154 -2.3863 -3.6748 0.000
C 4.4390 1.2637 -3.5076 0.002
S 3.0817 -1.0547 0.1638 -0.020
C 3.0123 2.7504 3.2942 0.002
H -4.3643 -1.4981 1.1660 0.000
C -4.3285 -2.5834 -2.6222 0.000
H -4.2905 3.2624 -0.1474 0.000
H -4.0210 -1.4716 2.9071 0.000
S 0.3557 1.1115 0.7206 -0.014
H 3.0960 2.6467 5.4429 0.000
H 2.4396 1.0357 -4.2150 0.000
S 0.9877 -1.9390 2.3000 0.006
S 0.8876 -4.0234 2.3330 -0.002
C 6.7176 1.4143 -2.5410 0.000
H 1.1203 1.1503 5.5932 0.000
H -2.4585 -3.5975 -2.2015 -0.001
H -2.8930 2.3894 0.5188 0.001
H -4.9192 1.2748 -1.4963 -0.001
```

Values from the calculation:
net charge	-2
frontier orbital gap (spin up / spin down)	5.85 / 5.97	eV
LUMO (spin up / spin down)	4.341 / 4.340	eV
spin multiplicity	2
highest occupied orbital energy (spin up / spin down)	-0.0555 / -0.0601	Ha
ΔE to the lowest compared entry with this formula, charge and spin	9.3	kcal per mole

=====

Record 2
Entry from the Open Molecules 2025 dataset: a molecular structure, C11H20F10N2NbO4S in a non-equilibrium geometry (ωB97M-V/def2-TZVPD).

XYZ file:
```
49
Properties=species:S:1:pos:R:3:nbo_charge:R:1
C -2.0722 5.3778 0.2543 -0.638
H 0.0104 4.9028 0.6847 0.193
C 2.6941 -0.0620 2.8065 0.942
C 1.3826 0.8293 2.4928 0.562
C 0.1736 5.6663 -1.7972 0.684
H -1.9056 6.4271 -0.0117 0.214
F 2.5091 -1.5017 3.0423 -0.292
H -0.9077 -1.9539 -3.4450 0.198
O 0.3798 6.6657 -1.1104 -0.544
F -0.8932 1.4150 3.3320 -0.348
N -0.2697 -3.5687 1.3300 -0.986
H 1.7894 -1.6458 0.5974 -0.384
F 3.5967 0.0483 1.5988 -0.322
F 3.4970 0.5602 3.9254 -0.325
H -2.4034 5.3381 1.2945 0.223
F -0.1122 -0.7066 4.0357 -0.322
H -0.8274 -4.6197 -2.0854 0.354
H 0.0431 -5.6954 1.7473 0.169
H -1.0171 3.5113 0.3460 0.237
O -2.3516 -1.1165 1.9036 -0.889
H -0.2623 -5.3025 -0.0712 0.172
C 0.2931 -4.9016 0.8914 -0.231
H 2.4702 -4.0028 1.2218 0.237
F 1.3663 1.2960 1.0567 -0.295
H -2.3461 -1.2914 -1.2562 0.263
H 2.1872 -4.8885 -0.4382 0.224
H -1.3240 -3.6797 1.2438 0.390
C -1.7870 -2.3455 -1.2683 -0.989
F -0.4450 5.0237 -4.0337 -0.310
Nb 0.1679 -1.9937 -0.1130 1.644
H -2.4949 -3.1160 -0.7489 0.215
C -0.8155 4.5488 0.0563 -0.089
F 1.6150 4.6476 -3.4223 -0.307
O -1.5619 0.7775 0.4947 -0.886
C -0.0759 0.2223 2.8785 0.423
C 0.5702 5.5092 -3.2630 0.900
H -2.6131 -2.8135 -3.3643 0.165
S -1.0701 -0.4200 1.3776 1.433
C -1.5534 -2.7525 -2.8449 -0.215
C 1.9248 -4.9264 0.7135 -0.658
H 0.1378 -3.9654 -3.3500 0.365
N -0.8511 -4.0999 -3.0056 -0.876
H 2.4431 -5.8977 1.1653 0.206
F 0.9540 6.6831 -3.8394 -0.312
H 1.0033 -3.1650 -1.2528 -0.286
H 0.5248 -0.6637 -1.3422 -0.334
O -0.4249 4.5277 -1.3265 -0.466
H -2.8771 5.0132 -0.3919 0.215
F 1.5290 2.1049 3.2915 -0.323
```

Values from the calculation:
net charge	-1
frontier orbital gap	6.61	eV
LUMO	0.997	eV
spin multiplicity	1
highest occupied orbital energy	-0.2062	Ha
ΔE to the lowest compared entry with this formula, charge and spin	161.9	kcal per mole

=====

Record 3
Entry from the Open Molecules 2025 dataset: 2 unconnected molecules or ions with the total composition C2H8S4 (ωB97M-V/def2-TZVPD).

XYZ file:
```
14
Properties=species:S:1:pos:R:3:nbo_charge:R:1
H 1.9095 3.0467 -2.3641 0.235
H 0.2507 3.4053 -2.9239 0.217
H -1.4554 -3.6832 -0.7749 0.236
C 1.0099 3.6077 -2.1692 -0.742
S -1.6705 -2.6741 1.9063 -0.125
H 0.1734 -3.4972 -1.3992 0.226
S -0.1095 -2.2276 0.6403 0.070
H 0.5424 0.5128 -0.4271 0.126
H -1.0192 -2.1586 -1.5632 0.219
H 1.2761 4.6640 -2.1427 0.223
H -1.2534 -3.8799 2.3306 0.123
C -0.6581 -2.9687 -0.9380 -0.744
S 0.3510 3.1473 -0.5273 0.075
S 1.4277 1.4542 -0.0593 -0.138
```

Values from the calculation:
frontier orbital gap	9.44	eV
LUMO	0.456	eV
spin multiplicity	1
highest occupied orbital energy	-0.3300	Ha
SMILES	CSS.CSS
ΔE to the lowest compared entry with this formula, charge and spin	3.9	kcal per mole

=====

Record 4
Entry from the Open Molecules 2025 dataset: a single C2H6N4S molecule in a non-equilibrium geometry (ωB97M-V/def2-TZVPD).

XYZ file:
```
13
Properties=species:S:1:pos:R:3:nbo_charge:R:1
N -0.8292 2.0382 -0.8197 -0.723
H 0.2138 -0.2077 -1.4706 0.402
H -1.5572 -2.8114 -0.7047 0.151
N 0.1011 -0.1536 1.7806 -0.735
H 0.0309 -1.2286 1.8832 0.342
S -0.1565 -2.4941 -0.5760 0.132
H 0.9816 3.4337 0.1881 0.408
H -1.2810 1.3317 -1.4744 0.373
C 0.1053 0.2179 0.4412 0.335
C 0.0450 1.6768 0.0335 0.406
N 1.1282 2.4132 0.5328 -0.794
H 1.4572 2.1488 1.3803 0.405
N -0.1491 -0.6020 -0.5558 -0.702
```

Values from the calculation:
frontier orbital gap	9.14	eV
LUMO	-0.065	eV
spin multiplicity	1
highest occupied orbital energy	-0.3382	Ha
SMILES	[H]/N=C(NS)/C(N)=N\[H]
ΔE to the lowest compared entry with this formula, charge and spin	58.0	kcal per mole

=====

Record 5
Entry from the Open Molecules 2025 dataset: 2 unconnected molecules or ions with the total composition C12H19NO in a non-equilibrium geometry (ωB97M-V/def2-TZVPD).

XYZ file:
```
33
Properties=species:S:1:pos:R:3:nbo_charge:R:1
H -2.4159 1.0004 1.8433 0.213
H -2.4552 1.7800 -2.9269 0.226
C -1.6997 1.5402 1.2047 -0.210
C 2.1205 -2.4749 1.7402 -0.442
H 1.5448 -2.4834 2.6895 0.193
H -0.9783 2.8825 -3.1696 0.216
C -2.0786 1.8180 -0.1219 -0.224
H 2.0730 0.1373 -1.8881 0.233
H 0.0706 -3.1202 -0.8011 0.205
C 1.6967 -0.7408 -1.4095 -0.724
C -0.4757 2.0129 1.5896 -0.207
H 1.2543 3.2065 1.1204 0.220
H 0.4431 -3.9632 0.6579 0.218
H 2.3351 -1.5370 -1.8118 0.230
H -3.0945 1.4512 -0.3480 0.200
H 0.6553 -0.8153 -1.7217 0.236
C 1.6511 -0.7605 0.1243 0.732
H -1.9003 -3.1176 0.7637 0.206
H 3.0059 -3.1679 1.7235 0.207
H 0.6723 3.2331 -1.3936 0.210
H 2.8985 -1.6214 1.9636 0.227
C 0.3185 2.8036 0.6907 -0.183
H -1.5931 -1.6799 -0.1612 0.219
C -1.7456 2.4924 -2.4854 -0.643
C -1.0323 -2.3470 0.5336 -0.645
H -2.4527 3.3747 -2.4198 0.219
N 1.4022 -2.0836 0.5931 -0.525
H -1.0324 -1.7567 1.4394 0.211
C -1.1911 2.2676 -1.0862 -0.025
C 0.0422 2.7859 -0.6547 -0.228
C 0.3467 -2.9993 0.2362 -0.224
O 1.7720 0.1548 0.8849 -0.556
H -0.1574 1.7276 2.6009 0.217
```

Values from the calculation:
frontier orbital gap	9.38	eV
LUMO	0.820	eV
spin multiplicity	1
highest occupied orbital energy	-0.3145	Ha
SMILES	CCN(C)C(C)=O.Cc1ccccc1
ΔE to the lowest compared entry with this formula, charge and spin	61.8	kcal per mole

=====

Record 6
Entry from the Open Molecules 2025 dataset: a single C7H15NO molecule in a non-equilibrium geometry (ωB97M-V/def2-TZVPD).

XYZ file:
```
24
Properties=species:S:1:pos:R:3:mulliken_spin:R:1
H -1.3902 1.2666 1.6368 0.026
H 1.3421 -0.4767 -0.4859 0.029
C 0.3265 -2.1733 -0.2032 0.059
H -0.6952 -2.4238 -0.0499 -0.009
C 0.3920 -0.7978 -0.7702 -0.085
N -1.5270 0.7352 -1.1791 0.241
H -0.0676 0.1383 -2.6088 -0.004
H 1.2864 -0.8701 -2.9285 -0.002
C -0.6952 0.1639 -0.1945 0.769
H 0.9341 -2.4513 0.6422 -0.005
H 1.3160 -0.0633 1.8820 0.000
C 0.2798 0.1525 2.1793 0.027
H 0.3676 2.4977 -0.2648 -0.029
H 0.3531 3.1629 1.4083 0.007
O -2.2079 -0.4343 -0.6285 0.914
C 0.3225 -0.7573 -2.3431 0.035
H 0.7486 -2.8775 -1.0028 -0.006
H -0.3426 -0.6234 2.4832 -0.009
H -0.3060 -1.5787 -2.6033 -0.003
C -0.4702 0.9533 1.1232 -0.056
H 1.3734 1.8551 0.8778 -0.002
H -2.1735 1.5220 -0.8065 0.036
C 0.3915 2.1929 0.7703 0.068
H 0.4419 0.8870 3.0661 0.001
```

Values from the calculation:
frontier orbital gap (spin up / spin down)	5.95 / 8.61	eV
LUMO (spin up / spin down)	0.965 / -1.877	eV
spin multiplicity	3
highest occupied orbital energy (spin up / spin down)	-0.1832 / -0.3854	Ha
ΔE to the lowest compared entry with this formula, charge and spin	0.0	kcal per mole